Record 1
Entry from OMol25: one molecule with the formula C3H7NO2S in a non-equilibrium geometry (the ωB97M-V functional and the def2-TZVPD basis).

Each line ends with the natural charge from an NBO analysis.
Positions of all 14 atoms, in Å:
1 N -1.6949 0.0913 0.0637  -0.79
2 C -0.2629 -0.1477 0.3600  -0.17
3 C 0.5602 -0.2114 -0.9296  -0.55
4 S 0.3103 -1.6940 -1.9050  -0.04
5 C 0.2705 0.9552 1.2659  0.78
6 O 1.4363 1.2309 1.3232  -0.59
7 O -0.6848 1.6961 1.8373  -0.66
8 H -1.7011 1.0277 -0.3349  0.35
9 H -1.8553 -0.4663 -0.7764  0.36
10 H -0.1221 -1.1153 0.8441  0.22
11 H 0.4439 0.6574 -1.5754  0.23
12 H 1.6090 -0.1553 -0.6161  0.24
13 H -0.1635 -2.6077 -1.0455  0.13
14 H -0.2334 2.2830 2.4647  0.50

Summary:
lowest unoccupied orbital energy	0.67	eV
HOMO level	-0.3436	Ha
frontier orbital gap	10.02	eV
spin multiplicity	1
structure (SMILES)	N[C@@H](CS)C(=O)O

Record 2
Entry from OMol25: C3H7NO3 as an isolated structure in a non-equilibrium geometry (the ωB97M-V functional and the def2-TZVPD basis).

Each line ends with the natural charge from an NBO analysis.
Positions of all 14 atoms, in Å:
1 O 1.7423 -1.8655 -0.6566  -0.44
2 C 1.5650 -0.6790 -0.8283  0.33
3 O -2.2815 0.6748 -1.1145  -1.00
4 C 1.5690 0.4577 0.9373  0.09
5 C 0.5646 -0.0628 0.0666  0.13
6 O -2.7727 -0.5982 0.8272  -1.00
7 N 2.3385 1.4587 0.6044  -0.61
8 H 1.9189 -0.1519 -1.7239  0.19
9 H 1.8064 -0.1879 1.8030  0.19
10 H -2.5090 0.0236 -0.1968  0.47
11 H -0.4365 -0.4509 0.3427  0.34
12 H -2.9212 -1.5076 0.5425  0.44
13 H -2.9283 0.6216 -1.8212  0.46
14 H 2.3445 2.2674 1.2176  0.42

Summary:
lowest unoccupied orbital energy	-4.34	eV
HOMO level	-0.3157	Ha
frontier orbital gap	4.25	eV
spin multiplicity	1

Record 3
Entry from OMol25: a 2-piece molecular cluster, C3H7NO3 overall in a non-equilibrium geometry (the ωB97M-V functional and the def2-TZVPD basis).

Each line ends with the natural charge from an NBO analysis.
Positions of all 14 atoms, in Å:
1 C 2.3270 1.1480 -1.8577  1.04
2 C 0.5686 -0.0469 1.4805  -0.27
3 C -0.7047 0.2548 -0.5541  -0.17
4 N -1.8362 -0.9500 -0.2632  -0.79
5 O 2.3162 0.2476 -2.5641  -0.51
6 O 2.3590 2.0604 -1.1662  -0.53
7 O 0.4334 -0.1745 0.0706  -0.57
8 H -0.2187 0.5939 1.8914  0.17
9 H 1.5406 0.4016 1.6961  0.19
10 H 0.5210 -1.0330 1.9650  0.16
11 H -1.1730 1.0838 0.0315  0.08
12 H -1.4275 -1.7777 -0.6939  0.41
13 H -2.0299 -1.1386 0.7239  0.38
14 H -2.6758 -0.6694 -0.7598  0.41

Summary:
lowest unoccupied orbital energy	0.51	eV
HOMO level	-0.2529	Ha
frontier orbital gap	7.39	eV
spin multiplicity	1

Record 4
Entry from OMol25: C3H7NO3 as an isolated structure in a non-equilibrium geometry (the ωB97M-V functional and the def2-TZVPD basis).

Each line ends with the natural charge from an NBO analysis.
Positions of all 14 atoms, in Å:
1 C 0.8803 -0.3878 0.1453  0.63
2 C 1.3231 0.8765 -0.5330  -0.68
3 C -1.0846 -0.4125 -0.1109  0.01
4 O 1.0887 -0.4722 1.4921  -0.70
5 O 1.3609 -1.4960 -0.4700  -0.68
6 O -3.1555 0.3702 -0.4577  -0.78
7 N -1.4998 0.5308 0.5165  -0.16
8 H 0.7519 0.3420 1.9017  0.50
9 H 1.2745 -2.2361 0.1528  0.49
10 H -3.8668 0.5702 0.1719  0.45
11 H -1.4178 -1.2592 -0.7014  0.23
12 H 0.9178 1.7541 -0.0303  0.23
13 H 1.0096 0.8795 -1.5776  0.24
14 H 2.4177 0.9406 -0.4994  0.23

Summary:
lowest unoccupied orbital energy (alpha / beta)	-0.31 / -0.21	eV
HOMO level (alpha / beta)	-0.3294 / -0.3134	Ha
frontier orbital gap (alpha / beta)	8.65 / 8.32	eV
spin multiplicity	1

Record 5
Entry from OMol25: one molecule with the formula C3H7NO3 in a non-equilibrium geometry (the ωB97M-V functional and the def2-TZVPD basis).

Each line ends with the natural charge from an NBO analysis.
Positions of all 14 atoms, in Å:
1 C -0.1834 1.9355 0.6963  -0.43
2 C -0.7453 0.7741 0.4488  0.29
3 O -2.3489 0.6340 0.3029  -0.77
4 C -0.5482 -0.4563 -0.2765  -0.30
5 N 1.1808 -0.4809 -0.2404  0.09
6 O 1.5978 -0.4614 -1.6117  -0.59
7 O 1.4710 -1.8005 0.2681  -0.62
8 H 0.8892 2.0507 0.5786  0.24
9 H -0.7652 2.7497 1.1116  0.23
10 H -2.6416 -0.1606 0.7774  0.46
11 H -0.8195 -1.3466 0.2910  0.22
12 H -0.8111 -0.4264 -1.3340  0.24
13 H 1.5132 -1.3926 -1.8857  0.45
14 H 2.2112 -1.6187 0.8737  0.48

Summary:
lowest unoccupied orbital energy	0.74	eV
HOMO level	-0.3446	Ha
frontier orbital gap	10.12	eV
spin multiplicity	1
structure (SMILES)	C=C(O)CN(O)O

Record 6
Entry from OMol25: C3H7NO3 as an isolated structure in a non-equilibrium geometry (the ωB97M-V functional and the def2-TZVPD basis).

Each line ends with the natural charge from an NBO analysis.
Positions of all 14 atoms, in Å:
1 C 0.5224 -0.5403 -0.5840  0.49
2 C -0.6317 1.0423 0.4953  0.42
3 N 0.8101 -1.6044 0.2979  -0.85
4 C -0.7223 0.1139 -0.5936  -0.48
5 O -1.6313 1.1140 1.4525  -0.71
6 O -0.2253 2.3387 0.2099  -0.70
7 O 1.1760 -0.6053 -1.7986  -0.66
8 H -2.1960 0.3385 1.3361  0.48
9 H 0.0137 2.7586 1.0489  0.47
10 H 1.9000 -1.2451 -1.7421  0.47
11 H 0.6009 0.4875 0.6935  0.09
12 H 1.7390 -2.0042 0.2466  0.36
13 H 0.0967 -2.3223 0.3314  0.40
14 H -1.4522 0.1282 -1.3938  0.21

Summary:
lowest unoccupied orbital energy	0.32	eV
HOMO level	-0.3011	Ha
frontier orbital gap	8.51	eV
spin multiplicity	1

Record 7
Entry from OMol25: one molecule with the formula C3H7NO3 in a non-equilibrium geometry (the ωB97M-V functional and the def2-TZVPD basis).

Each line ends with the natural charge from an NBO analysis.
Positions of all 14 atoms, in Å:
1 H 1.8494 -1.7902 1.9143  0.36
2 N 1.4382 -0.9534 1.5590  -0.66
3 C 0.3879 -0.9302 0.9783  0.16
4 C 0.0473 0.6103 0.3163  0.45
5 O 1.2441 1.1820 0.0166  -0.72
6 O -0.7426 1.1494 1.3620  -0.75
7 C -0.8111 0.3946 -0.9543  -0.12
8 O -0.2047 -0.4592 -1.8637  -0.69
9 H -0.4848 -1.6534 0.9210  0.16
10 H 1.8665 1.0533 0.7129  0.50
11 H -1.1186 2.0471 1.2605  0.49
12 H -1.7272 0.1106 -0.5330  0.18
13 H -1.0329 1.3329 -1.4397  0.16
14 H 0.6202 -0.0246 -1.7662  0.47

Summary:
lowest unoccupied orbital energy	0.78	eV
HOMO level	-0.3492	Ha
frontier orbital gap	10.28	eV
spin multiplicity	1
structure (SMILES)	[H]/N=C/C(O)(O)CO

Record 8
Entry from OMol25: a 2-piece molecular cluster, C3H7NO3 overall in a non-equilibrium geometry (the ωB97M-V functional and the def2-TZVPD basis).

Each line ends with the natural charge from an NBO analysis.
Positions of all 14 atoms, in Å:
1 N 0.1549 0.4886 0.1282  -0.84
2 C -0.1640 -0.1849 1.3792  -0.33
3 C 0.5925 0.3721 2.5708  0.43
4 O 1.4789 1.1728 2.5102  -0.51
5 H 0.0704 1.4908 0.2607  0.38
6 H 1.1008 0.3560 -0.2118  0.39
7 H 0.0427 -1.2555 1.3439  0.23
8 H -1.2353 -0.0401 1.5432  0.22
9 H 0.2734 -0.0601 3.5369  0.10
10 O 0.6264 0.1501 -3.1056  -0.61
11 C -0.3546 -0.5451 -3.0193  0.65
12 O -1.1389 -0.5956 -1.9610  -0.72
13 H -0.6753 -1.2573 -3.7872  0.11
14 H -0.7720 -0.0916 -1.1881  0.51

Summary:
lowest unoccupied orbital energy	0.66	eV
HOMO level	-0.3708	Ha
frontier orbital gap	10.75	eV
spin multiplicity	1
structure (SMILES)	NCC=O.O=CO

Record 9
Entry from OMol25: a 2-piece molecular cluster, C3H7NO3 overall in a non-equilibrium geometry (the ωB97M-V functional and the def2-TZVPD basis).

Each line ends with the natural charge from an NBO analysis.
Positions of all 14 atoms, in Å:
1 O -0.7162 0.8000 -2.0275  -0.61
2 C -1.0025 -0.1291 -2.7578  0.68
3 O -0.5720 -1.3411 -2.5401  -0.60
4 H -1.6945 0.0131 -3.5981  0.18
5 H -0.2012 -1.1882 -1.6415  0.49
6 C 0.7294 -0.3915 2.3182  -0.65
7 C 0.4859 -0.0061 0.8556  0.66
8 N 0.1748 1.2217 0.5850  -0.69
9 O 0.4719 -0.9175 -0.0063  -0.18
10 H 1.6221 0.1598 2.6268  0.28
11 H 0.9084 -1.4579 2.3587  0.27
12 H -0.1299 -0.0896 2.9027  0.28
13 H -0.1355 1.4101 -0.3768  0.47
14 H 0.0593 1.9162 1.3010  0.44

Summary:
lowest unoccupied orbital energy (alpha / beta)	-3.92 / -9.38	eV
HOMO level (alpha / beta)	-0.5860 / -0.5649	Ha
net charge	+1
frontier orbital gap (alpha / beta)	12.02 / 6.00	eV
spin multiplicity	2

Repeat the first record exactly.
Entry from OMol25: one molecule with the formula C3H7NO2S in a non-equilibrium geometry (the ωB97M-V functional and the def2-TZVPD basis).

Each line ends with the natural charge from an NBO analysis.
Positions of all 14 atoms, in Å:
1 N -1.6949 0.0913 0.0637  -0.79
2 C -0.2629 -0.1477 0.3600  -0.17
3 C 0.5602 -0.2114 -0.9296  -0.55
4 S 0.3103 -1.6940 -1.9050  -0.04
5 C 0.2705 0.9552 1.2659  0.78
6 O 1.4363 1.2309 1.3232  -0.59
7 O -0.6848 1.6961 1.8373  -0.66
8 H -1.7011 1.0277 -0.3349  0.35
9 H -1.8553 -0.4663 -0.7764  0.36
10 H -0.1221 -1.1153 0.8441  0.22
11 H 0.4439 0.6574 -1.5754  0.23
12 H 1.6090 -0.1553 -0.6161  0.24
13 H -0.1635 -2.6077 -1.0455  0.13
14 H -0.2334 2.2830 2.4647  0.50

Summary:
lowest unoccupied orbital energy	0.67	eV
HOMO level	-0.3436	Ha
frontier orbital gap	10.02	eV
spin multiplicity	1
structure (SMILES)	N[C@@H](CS)C(=O)O